# 1
The following is a DFT calculation (ωB97M-V/def2-TZVPD) of a cluster of 5 separate species, C28H71BN3O13P in total at a distorted geometry.

electronic energy: -71229.940 eV
ΔE to the lowest compared entry with this formula, charge and spin: 369.6 kJ/mol
Kohn-Sham gap: 8.50 eV
highest occupied orbital energy: -8.3 eV
F_max: 0.11117 hartree/bohr

ORCA input file:
```
! wB97M-V def2-TZVPD RIJCOSX def2/J DEFGRID3
* xyz 0 1
C 1.4865 -3.3000 1.9290
B 0.7869 -2.0168 1.1105
O 1.5538 -1.5130 -0.0546
P -0.9111 -1.3253 1.7128
N -0.1121 -1.0607 3.3254
N -0.8776 0.0597 0.5932
C -2.5476 -0.8005 2.5425
C -3.8750 -1.6674 2.0253
C -4.0501 -3.2922 2.1845
N -4.9451 -0.9851 1.4499
H 1.1728 -3.3537 3.0553
H 2.6668 -3.1828 1.8304
H 1.1962 -4.3485 1.4480
H 1.2939 -2.0989 -0.8499
H -1.4919 -2.5974 1.3116
H -0.4850 -0.1466 3.7221
H 0.9178 -0.8497 3.1784
H -1.8137 0.5607 0.5407
H -0.6816 -0.2098 -0.3960
H -2.8013 0.3457 2.4714
H -2.4755 -1.0357 3.7110
H -5.1396 -3.4961 2.6248
H -3.2088 -3.8196 2.8063
H -4.0547 -3.7971 1.1100
H -4.7594 0.0417 1.4189
C 3.8359 -0.9800 -6.5668
O 4.2224 -1.8000 -5.4774
C 3.6173 -1.3952 -4.2483
C 3.5572 -2.5720 -3.2710
O 2.4796 -3.4793 -3.5421
C 2.6230 -4.2909 -4.7159
C 3.6712 -5.3953 -4.5626
O 4.9864 -4.8583 -4.7060
C 5.9604 -5.6192 -4.0088
H 4.1699 0.0494 -6.4076
H 4.3040 -1.3709 -7.4743
H 2.7507 -1.0099 -6.7011
H 2.6047 -1.0145 -4.4242
H 4.2357 -0.5962 -3.8255
H 3.3521 -2.1701 -2.2727
H 4.5089 -3.1016 -3.2054
H 2.8001 -3.6752 -5.5996
H 1.6479 -4.7700 -4.8580
H 3.5361 -6.1447 -5.3497
H 3.5532 -5.8741 -3.5848
H 5.7265 -5.6514 -2.9396
H 6.9296 -5.1313 -4.1321
H 6.0161 -6.6352 -4.4171
C 7.2049 3.3284 3.7935
O 5.9082 2.7650 3.6951
C 5.0924 3.0725 4.8268
C 3.6101 2.9882 4.4537
O 3.1351 4.1467 3.7535
C 3.6009 4.3002 2.4058
C 2.9676 3.3052 1.4305
O 3.5832 2.0230 1.5560
C 2.7137 0.9664 1.1805
H 7.7380 2.9125 4.6535
H 7.7554 3.0855 2.8807
H 7.1429 4.4173 3.8766
H 5.3177 4.0771 5.2028
H 5.3191 2.3358 5.6048
H 3.0307 2.9546 5.3828
H 3.3749 2.0747 3.9054
H 4.6914 4.2812 2.3628
H 3.2929 5.3079 2.1055
H 3.1258 3.6450 0.4016
H 1.8924 3.2391 1.6272
H 1.8157 0.9695 1.8072
H 3.2361 0.0202 1.3366
H 2.4398 1.0541 0.1225
C 0.9060 6.4622 -7.1468
O 1.0711 5.5316 -6.0906
C 0.3810 4.3044 -6.3320
C 1.0242 3.1659 -5.5359
O 2.2183 2.6535 -6.1437
C 3.3658 3.5125 -6.0944
C 3.9811 3.6193 -4.6972
O 3.2143 4.5047 -3.8807
C 3.3284 4.2018 -2.4991
H -0.1469 6.7402 -7.2500
H 1.4900 7.3562 -6.9116
H 1.2816 6.0450 -8.0856
H 0.3961 4.0573 -7.3998
H -0.6559 4.4414 -6.0071
H 0.3222 2.3249 -5.5245
H 1.2005 3.4401 -4.4947
H 3.1417 4.4917 -6.5213
H 4.1062 3.0453 -6.7532
H 4.9922 4.0338 -4.7696
H 4.0314 2.6227 -4.2460
H 2.9837 3.1813 -2.3019
H 2.6903 4.8916 -1.9428
H 4.3654 4.3245 -2.1650
C -9.5854 -4.6590 6.3632
O -9.2050 -3.7022 5.3893
C -10.2662 -3.3935 4.4841
C -10.0544 -2.0084 3.8674
O -10.4394 -0.9354 4.7382
C -9.5861 -0.7075 5.8682
C -8.2421 -0.0788 5.4935
O -7.3613 -1.0666 4.9577
C -6.4038 -0.5127 4.0689
H -9.8413 -5.6093 5.8856
H -8.7409 -4.8153 7.0397
H -10.4313 -4.2903 6.9507
H -11.2328 -3.4195 5.0001
H -10.2565 -4.1534 3.6956
H -10.7132 -1.9238 2.9962
H -9.0351 -1.8715 3.5030
H -9.4645 -1.6178 6.4581
H -10.1266 0.0058 6.5004
H -7.7651 0.3341 6.3886
H -8.4075 0.7258 4.7693
H -6.9032 -0.0183 3.2291
H -5.7929 -1.3262 3.6722
H -5.7564 0.1966 4.5978
*
```

These are the Mulliken partial charges, in e, on atoms 1 to 8: atom 1 (C): -0.8706, atom 2 (B): 0.2658, atom 3 (O): -0.4420, atom 4 (P): 1.1087, atom 5 (N): -0.7997, atom 6 (N): -0.5866, atom 7 (C): -1.1754, atom 8 (C): 0.6365



# 2
The following is a DFT calculation (ωB97M-V/def2-TZVPD) of a cluster of 2 separate species, C6H16N2 in total at a distorted geometry.

electronic energy: -9460.482 eV
ΔE to the lowest compared entry with this formula, charge and spin: 153.6 kJ/mol
Kohn-Sham gap: 9.33 eV
highest occupied orbital energy: -8.3 eV
F_max: 0.02088 hartree/bohr

ORCA input file:
```
! wB97M-V def2-TZVPD RIJCOSX def2/J DEFGRID3
* xyz 0 1
C -1.3596 0.5927 -2.4536
C -0.3567 0.9317 -1.3743
N 0.4729 2.0696 -1.7143
C 1.5157 2.3168 -0.7347
H -1.9280 -0.2914 -2.1554
H -0.8665 0.3933 -3.3991
H -2.1026 1.3879 -2.5492
H 0.3268 0.0806 -1.2408
H -0.8275 0.9922 -0.3781
H -0.1116 2.8997 -1.7424
H 1.9347 3.3104 -0.8747
H 1.2040 2.1959 0.3107
H 2.3469 1.6271 -0.9064
C -1.7388 -2.5688 1.6373
C -0.6066 -2.0163 1.2027
N 0.6253 -2.0623 1.8552
C 1.3121 -0.7841 1.9664
H -1.7769 -3.0741 2.5936
H -2.6289 -2.5470 1.0301
H -0.5665 -1.5222 0.2427
H 0.5689 -2.5471 2.7398
H 2.2644 -0.9310 2.4737
H 1.5639 -0.4280 0.9687
H 0.7348 -0.0256 2.5021
*
```

These are the Mulliken partial charges, in e, on atoms 1 to 8: atom 1 (C): -1.1638, atom 2 (C): -0.1318, atom 3 (N): -0.4584, atom 4 (C): -0.8715, atom 5 (H): 0.3251, atom 6 (H): 0.3289, atom 7 (H): 0.3291, atom 8 (H): 0.1413



# 3
The following is a DFT calculation (ωB97M-V/def2-TZVPD) of an isolated molecule of C5H5NO at a distorted geometry.

electronic energy: -8798.762 eV
ΔE to the lowest compared entry with this formula, charge and spin: 449.3 kJ/mol
Kohn-Sham gap (spin up / spin down): 7.15 / 8.04 eV
highest occupied orbital energy (spin up / spin down): -7.8 / -8.3 eV
F_max: 0.06644 hartree/bohr

ORCA input file:
```
! wB97M-V def2-TZVPD RIJCOSX def2/J DEFGRID3
* xyz 0 1
C 1.7213 -0.0535 0.0510
C -0.9960 -0.4402 -0.4531
C -1.0648 0.9742 -0.3634
C -0.5423 -1.3119 0.4347
C 1.1939 1.1977 0.3257
N 2.1859 -1.0554 -0.3030
O -0.0525 1.6913 0.1298
H -1.5470 -0.8639 -1.3125
H -2.0313 1.3634 -0.5462
H -0.7324 -2.3783 0.1871
H 0.0615 -1.1892 1.2518
H 1.8038 2.0659 0.5981
*
```

These are the Mulliken partial charges, in e, on atoms 1 to 8: atom 1 (C): 0.1815, atom 2 (C): -0.1622, atom 3 (C): -0.0150, atom 4 (C): -0.9641, atom 5 (C): -0.1425, atom 6 (N): -0.4132, atom 7 (O): -0.3094, atom 8 (H): 0.2699



# 4
The following is a DFT calculation (ωB97M-V/def2-TZVPD) of a cluster of 2 separate species, CH2Cl2FN in total at a distorted geometry.

electronic energy: -30315.443 eV
ΔE to the lowest compared entry with this formula, charge and spin: 593.7 kJ/mol
Kohn-Sham gap (spin up / spin down): 7.78 / 8.94 eV
highest occupied orbital energy (spin up / spin down): -8.5 / -9.5 eV
F_max: 0.05839 hartree/bohr

ORCA input file:
```
! wB97M-V def2-TZVPD RIJCOSX def2/J DEFGRID3
* xyz 0 1
C 0.2102 -0.9559 -0.0674
N 1.0998 -1.4147 -0.9992
F 0.2385 -1.7756 0.9597
Cl 0.7635 -0.8120 -2.5663
Cl 2.7921 -1.4926 -0.6847
H 0.8681 0.8393 0.9716
H -0.8149 -0.5890 -0.1746
*
```

Let us look at the Mulliken charges, expressed in e, one per atom: atom 1 (C): -0.1476, atom 2 (N): -0.0036, atom 3 (F): -0.1785, atom 4 (Cl): -0.0282, atom 5 (Cl): 0.0119, atom 6 (H): 0.0075, atom 7 (H): 0.3386



# 5
The following is a DFT calculation (ωB97M-V/def2-TZVPD) of a structure of composition C13H14BIrNO2 at a distorted geometry.

electronic energy: -22800.369 eV
ΔE to the lowest compared entry with this formula, charge and spin: 32.4 kJ/mol
Kohn-Sham gap (spin up / spin down): 4.34 / 6.56 eV
expectation value of S²: 8.811
highest occupied orbital energy (spin up / spin down): -4.0 / -8.9 eV
F_max: 0.09993 hartree/bohr

ORCA input file:
```
! wB97M-V def2-TZVPD RIJCOSX def2/J DEFGRID3
* xyz 0 6
C 2.5795 1.9252 -2.3312
C 1.3854 2.7453 -2.1745
C 0.2876 1.8613 -1.8108
C 0.7820 0.5201 -1.8708
C 2.1629 0.5549 -2.1844
Ir 1.8997 1.9450 -0.3038
N 1.2095 -1.3742 -0.4653
C 2.7373 3.1941 0.8761
C 1.3611 3.6313 0.5522
H -0.7434 2.1397 -1.5763
H 1.3596 3.8266 -2.1772
H 0.0966 -0.3291 -1.8815
H 2.8040 -0.3138 -2.3392
H 3.5969 2.2727 -2.4985
H 1.2403 4.4900 -0.1526
H 2.9129 2.6849 1.8353
H 2.1870 -1.3954 -0.1530
H 0.5927 3.5270 1.3039
H 3.5096 3.8741 0.4998
O -0.5810 -1.1851 1.4199
B 0.1113 -1.7458 0.2485
O -0.6189 -2.9169 -0.2796
C -1.6628 -3.0124 0.5310
C -2.7225 -3.8865 0.4249
C -3.7883 -3.7224 1.2992
C -3.7704 -2.7256 2.2684
C -2.6912 -1.8588 2.4247
C -1.6440 -1.9885 1.5380
H -2.7012 -4.6357 -0.3539
H -4.6377 -4.3829 1.2061
H -4.6204 -2.6108 2.9194
H -2.6341 -1.1082 3.2050
*
```

These are the Mulliken partial charges, in e, on atoms 1 to 8: atom 1 (C): -0.6528, atom 2 (C): -0.7410, atom 3 (C): -0.4912, atom 4 (C): -0.3493, atom 5 (C): -0.6776, atom 6 (Ir): 0.6302, atom 7 (N): -0.3682, atom 8 (C): -0.5231



# 6
The following is a DFT calculation (ωB97M-V/def2-TZVPD) of a cluster of 3 separate species, C6H10N2O in total at a distorted geometry.

electronic energy: -11404.339 eV
ΔE to the lowest compared entry with this formula, charge and spin: 747.7 kJ/mol
Kohn-Sham gap (spin up / spin down): 8.21 / 7.03 eV
highest occupied orbital energy (spin up / spin down): -7.8 / -7.0 eV
F_max: 0.10005 hartree/bohr

ORCA input file:
```
! wB97M-V def2-TZVPD RIJCOSX def2/J DEFGRID3
* xyz 0 1
C 0.1745 -1.5783 -1.0634
N 0.0340 -0.2266 -0.5211
C 0.4435 0.0879 0.6384
C -1.8892 0.2163 -0.0569
C 2.9250 1.0085 -0.4989
C 0.4559 0.6508 1.8210
C -2.8099 -0.6302 0.3569
O -2.0138 1.4960 -0.3996
N 2.4141 -0.0821 -0.1830
H -1.1827 1.7885 -0.8062
H 0.9856 -1.5536 -1.7877
H 0.3807 -2.3287 -0.2989
H -0.7560 -1.8261 -1.5746
H 2.3481 1.9510 -0.3918
H 3.9788 1.0957 -0.8092
H 1.3722 1.0916 2.1848
H -0.4494 0.8309 2.3787
H -2.5458 -1.6023 0.7436
H -3.8656 -0.3891 0.2677
*
```

These are the Mulliken partial charges, in e, on atoms 1 to 8: atom 1 (C): -0.9171, atom 2 (N): -0.2746, atom 3 (C): 0.6089, atom 4 (C): 0.4375, atom 5 (C): -0.2985, atom 6 (C): -0.8830, atom 7 (C): -0.7127, atom 8 (O): -0.4968